No. 1
The ion C10H15IN4 with charge +2 at a distorted geometry, computed with ωB97M-V/def2-TZVPD.

Geometry as XYZ:
```
30
Properties=species:S:1:pos:R:3:lowdin_charge:R:1
C 1.254 3.947 0.862 0.015
C 1.859 2.657 1.081 -0.030
C -0.195 2.918 -0.578 0.023
C 0.261 1.605 -0.267 -0.109
C -0.233 0.295 -0.703 -0.170
C 1.497 -1.170 0.213 -0.692
C -1.467 -1.343 -2.186 -0.052
C -2.673 -0.034 -0.435 0.021
C 0.505 -2.846 2.084 0.033
C -1.434 0.056 -1.509 -0.280
N 0.317 3.979 -0.047 0.204
N 0.436 -0.760 -0.250 0.129
N 1.318 1.604 0.578 0.127
N 1.502 -2.475 1.066 -0.015
I 3.506 -0.676 -0.141 1.108
H 1.548 4.923 1.276 0.167
H 2.698 2.615 1.758 0.150
H -0.899 3.279 -1.380 0.193
H -1.623 -2.153 -1.510 0.069
H -0.513 -1.586 -2.712 0.102
H -2.232 -1.475 -2.847 0.058
H -2.545 0.884 0.146 0.072
H -2.407 -0.799 0.269 0.078
H -3.559 0.137 -0.924 0.066
H 0.895 -2.546 3.035 0.111
H -0.342 -2.309 1.800 0.067
H 0.230 -3.928 1.981 0.142
H -1.626 0.791 -2.299 0.150
H 1.493 -3.185 0.246 0.219
H 2.428 -2.404 1.393 0.044
```

Output
HOMO energy (alpha / beta): -14.71 / -17.04 eV
multiplicity: 3
net charge: +2
orbital gap (alpha / beta): 6.967 / 5.601 eV
calculated total energy: -24652.277 eV

***

No. 2
A structure of composition C3H4Cl4CrN at a distorted geometry, computed with ωB97M-V/def2-TZVPD.

Geometry as XYZ:
```
13
Properties=species:S:1:pos:R:3:lowdin_charge:R:1
Cr -23.359 16.874 15.894 0.878
Cl -22.526 18.576 15.627 0.405
C -24.693 19.890 15.094 -0.168
C -25.998 19.757 15.794 -0.241
N -26.955 19.683 16.414 0.158
H -24.779 20.483 14.183 0.113
H -24.344 18.898 14.809 -0.040
H -23.933 20.348 15.728 0.007
C -21.511 21.407 15.475 -1.583
Cl -20.639 21.460 13.910 0.535
Cl -22.465 22.910 15.651 0.546
Cl -20.453 21.165 16.859 0.562
H -22.155 20.532 15.387 -0.172
```

Output
HOMO energy (alpha / beta): -13.90 / -13.90 eV
multiplicity: 5
net charge: +1
orbital gap (alpha / beta): 5.903 / 6.726 eV
calculated total energy: -83165.416 eV
ΔE to the lowest compared entry with this formula, charge and spin: 1.6970 eV

***

No. 3
An isolated molecule of C6H9N3O at a distorted geometry, computed with ωB97M-V/def2-TZVPD.

Geometry as XYZ:
```
19
Properties=species:S:1:pos:R:3:lowdin_charge:R:1
C -1.074 0.195 2.641 -0.246
C -2.973 1.645 -0.577 -0.281
C -0.186 0.681 1.604 -0.087
C -0.067 0.174 0.105 -0.555
C -0.864 -1.056 0.036 -0.057
C 1.401 0.052 -0.265 -0.038
N -1.918 0.272 3.450 0.134
N -1.743 1.797 -0.629 0.060
N -0.640 1.028 -1.010 0.003
O -4.017 2.074 -0.372 0.188
H 0.552 1.037 2.162 0.071
H -1.868 -0.738 0.203 0.068
H -0.696 -1.888 0.660 0.081
H -0.735 -1.364 -1.071 0.127
H 1.879 1.017 -0.330 0.080
H 1.484 -0.328 -1.261 0.076
H 2.043 -0.555 0.368 0.096
H -1.030 1.452 1.280 0.158
H 0.046 1.776 -1.143 0.122
```

Output
HOMO energy: -9.72 eV
orbital gap: 9.802 eV
calculated total energy: -12881.957 eV
SMILES string: CC(C)(CC#N)NN=C=O
ΔE to the lowest compared entry with this formula, charge and spin: 3.9877 eV

***

Question: Which value of calculated total energy does entry 1 give?
Answer: -24652.277 eV

***

Question: Among the records above, which one has the highest calculated total energy?
Answer: C6H9N3O